[1]
# C2H2N4O3

The ion C2H2N4O3 with charge -2 at a distorted geometry (ωB97M-V/def2-TZVPD, the OMol25 dataset).

Structure (XYZ):
```
11
Properties=species:S:1:pos:R:3
N -2.16643 0.44746 -0.45187
O 2.41718 -1.64284 -0.09857
N -2.03445 -0.53088 0.57971
O 3.76172 0.18589 -0.11318
N -0.78380 0.78137 -0.96331
N 1.43733 0.40757 -0.05218
H -1.71259 -0.18083 1.57137
C 2.72082 -0.45838 -0.13276
O -2.72194 1.56890 -0.00232
H -1.26168 -1.12016 0.15687
C 0.34383 0.54191 -0.49374
```

Output
HOMO = 1.05 eV
Energy relative to the best compared isomer or geometry (same formula, charge and spin) = 2.716 eV
LUMO level = 6.69 eV
Structure (SMILES) = NN([O-])N=C=NC(=O)[O-]
Charge = -2



[2]
# C24H25Cl3NO3W

A structure of composition C24H25Cl3NO3W at a distorted geometry (ωB97M-V/def2-TZVPD, the OMol25 dataset).

Structure (XYZ):
```
57
Properties=species:S:1:pos:R:3
C 0.55272 2.99246 -2.50131
O 2.09006 0.79685 -3.71266
H -1.17724 -1.76911 -0.09522
H -1.58425 0.21510 -2.49555
H -3.26587 -0.56307 1.15278
C 1.90545 0.19847 -2.65300
O -0.12177 1.93471 3.54231
H 1.63482 -3.84347 0.40638
H 0.43929 -0.21774 -1.16287
C -1.09799 1.11648 -2.89457
H 3.27222 -2.45887 -1.09815
H 1.65343 1.04876 -0.72286
N 2.52250 -1.00463 -2.40845
C -0.10039 1.73513 -1.88474
C -1.83396 -0.35001 2.89427
C 0.98410 0.67319 -1.52407
C -0.48099 -0.82002 3.06474
C 0.32778 -2.79450 -2.58071
H -0.57552 0.84049 -3.82395
H 0.90740 -1.89259 1.66883
H -1.87584 1.85803 -3.12620
C -0.22600 2.99482 0.42347
H -0.23057 3.75013 -2.66234
C -0.10465 -4.74636 -0.58476
C -2.34211 2.29528 1.14749
C -0.94292 -4.69091 -1.71794
Cl 2.93776 2.49731 5.66298
C -0.05726 -1.42682 1.83951
Cl 0.25157 1.41442 6.27611
C -2.09756 1.68610 -0.14315
C -0.79417 2.13181 -0.59340
H 0.75677 3.48170 0.34593
H -2.78723 1.08607 -0.75324
H -1.75784 -5.41682 -1.82114
O 2.05213 1.41586 3.06883
H -1.37168 -3.66062 -3.60114
W -0.63350 0.87498 1.29959
C 1.23418 2.46232 5.17141
H 0.07806 -0.79789 3.98982
Cl 0.53105 4.12338 5.05797
H -1.12707 3.79662 2.30353
H 3.16349 -1.31030 -3.13088
C -1.19378 3.11368 1.47503
H 1.30832 3.39803 -1.81456
H -2.46534 0.06820 3.66527
C -1.14214 -1.32668 0.89139
H -3.28880 2.28896 1.67403
C -2.25773 -0.67804 1.54918
C -0.72870 -3.71660 -2.71233
C 0.95018 -3.82985 -0.45706
H -0.24911 -5.50124 0.20057
H 1.04016 2.73913 -3.45343
C 2.34338 -1.88135 -1.25322
C 1.16448 -2.85334 -1.44785
H 2.17164 -1.29258 -0.32983
C 1.12097 1.86008 3.75770
H 0.51803 -2.04516 -3.36850
```

Output
Spin multiplicity = 3
HOMO (spin up / spin down) = -11.86 / -12.10 eV
LUMO level (spin up / spin down) = -4.81 / -5.16 eV
Charge = +1



[3]
# C9H14

A cluster of 2 separate species, C9H14 in total at a distorted geometry (ωB97M-V/def2-TZVPD, the OMol25 dataset).

Structure (XYZ):
```
23
Properties=species:S:1:pos:R:3
H 0.74411 -1.27953 1.50435
H -3.18173 -1.19450 -2.31624
H 3.07711 1.04152 2.51299
H -0.17782 3.18559 -0.38957
H -1.66720 -1.36670 -3.20391
C 0.62965 -0.24160 1.22513
C 0.07509 2.25566 0.10524
H 2.09332 2.67383 0.28272
H -1.48616 -0.50859 1.10318
C 3.05013 0.45552 1.59447
H -0.58382 -1.91405 -0.80545
C -0.99838 1.41539 0.42941
C -2.10392 -1.17303 -2.22658
H -2.23935 -2.50014 -0.47348
C -1.52192 -2.23241 -1.24839
C 1.67217 0.67298 1.02902
C 1.36435 1.87299 0.38344
H 3.83595 0.76095 0.91137
H -1.28017 -3.13267 -1.81994
H -1.78895 -0.21201 -1.82194
H -1.99980 1.81848 0.39236
H 3.15799 -0.59783 1.85305
C -0.67065 0.20014 0.97875
```

Output
HOMO = -9.01 eV
Energy relative to the best compared isomer or geometry (same formula, charge and spin) = 0.533 eV
LUMO level = 1.08 eV
Structure (SMILES) = Cc1ccccc1.CC



[4]
# C24H48O24

A cluster of 8 separate species, C24H48O24 in total at a distorted geometry (ωB97M-V/def2-TZVPD, the OMol25 dataset).

Structure (XYZ):
```
96
Properties=species:S:1:pos:R:3
C 0.83540 1.40891 -4.28243
H -1.10945 -0.99358 -4.51933
C -1.44262 -2.90995 -0.30051
C 1.02833 0.41541 7.42858
H 2.62262 -4.44189 -1.43272
H -5.39757 4.34362 0.05400
O -1.45020 -3.04680 1.08160
C -0.57222 -1.94199 -4.51968
O -4.41927 -1.48752 -3.27349
C -4.74296 2.31858 1.63501
H -4.67154 -0.34222 3.35559
H 2.58145 -3.07829 -0.27269
C -0.98005 1.35359 6.47430
O 6.35086 2.75873 1.48843
O -0.99343 0.57072 5.53839
H -0.11852 -2.07697 -5.50154
H -3.30640 1.72314 -1.34625
H 1.21806 2.42787 -4.34064
O 0.41852 -4.23790 0.98319
H -2.50178 0.29832 -0.66150
O -0.02335 1.42173 7.39867
H 0.19009 1.31422 -3.40909
H 2.33668 1.48604 -1.80679
H -1.30947 -2.72157 -4.32784
O -3.75294 2.31327 0.90454
H 9.31215 1.59368 3.67502
H 2.22632 -4.62146 2.02750
O 7.55560 0.90087 1.27972
H 1.79076 0.77327 8.12049
C 5.52989 2.66640 0.37262
C 2.75052 -3.36637 -1.31024
H 1.46272 0.30364 6.43515
O -3.06457 -0.00519 -2.48217
O 0.30191 0.70308 -0.50253
O -1.85906 2.22891 6.76200
H -2.74110 2.52562 5.03332
C 0.20486 0.94508 -8.90244
H 1.11289 0.47465 -9.27963
H 1.72698 -5.90877 0.85159
H 0.55539 -0.52060 7.72575
C -5.50644 4.54680 1.11936
O -5.69457 3.28605 1.74849
H -0.60415 0.61065 -9.55187
H -3.44451 3.31446 6.43614
O -0.25452 -3.38478 2.99219
C -0.37577 -3.49277 1.79383
C 8.31533 1.41906 4.07994
C -4.04060 0.37341 2.82844
H -6.54075 -1.62324 -3.26734
C 1.39972 -5.19371 1.60637
H -1.26274 -3.92821 -0.64528
O 2.53767 0.27223 -0.14482
H -5.67878 -2.90308 -4.12960
H 8.12866 1.75520 5.09988
H 3.77434 -3.11813 -1.59002
H -5.88057 -2.77958 -2.35337
H -3.54166 -0.05985 1.96158
C -4.26298 -0.61849 -2.25611
H -0.53504 1.12000 2.26406
H -6.34394 5.19650 1.37353
H 0.00760 -0.18984 3.26247
H -3.31776 0.66850 3.58904
H -1.77430 1.41772 -1.93995
C 2.96349 0.67414 -1.43796
H 4.63282 2.07996 0.57123
H 0.96335 -5.83543 2.37179
H 5.97848 2.19600 -0.50236
H 0.22612 1.98976 -9.21275
O 0.14494 1.08825 -5.42888
H 3.99869 1.01015 -1.49752
H -3.92228 1.71762 6.16417
O 2.00288 1.44764 -6.77156
O -4.96392 1.47107 2.56178
C -2.64892 0.88294 -1.56961
H 5.16826 3.63537 0.02845
C -3.05253 2.36721 6.06580
O 0.37124 -1.85496 -3.47628
O 1.79014 -2.57280 -2.05534
H -0.66621 -2.21895 -0.62889
C 0.81387 1.13563 -6.58246
O 1.25638 0.17998 1.54251
O -5.03488 -0.53432 -1.23843
O 7.41470 2.12486 3.22611
H -4.61333 4.98878 1.56106
C 7.12088 1.81667 1.93591
C 1.25831 0.47199 0.23235
H 2.80379 -0.15827 -2.12332
C -5.64000 -2.23704 -3.26763
H -2.43938 -2.57695 -0.58978
O 1.26873 -4.00188 -3.75562
H -0.74774 -0.56077 1.85722
C -0.02012 0.15989 2.23047
C 1.16418 -2.92795 -3.12370
H 8.17614 0.33799 4.07810
H 1.56574 0.62951 -4.06505
O -0.09358 0.81673 -7.53072
```

Output
HOMO = -10.47 eV
Energy relative to the best compared isomer or geometry (same formula, charge and spin) = 3.807 eV
LUMO level = 0.51 eV
Structure (SMILES) = COC(=O)OC.COC(=O)OC.COC(=O)OC.COC(=O)OC.COC(=O)OC.COC(=O)OC.COC(=O)OC.COC(=O)OC



[5]
# C7H14O2S

A cluster of 2 separate species, C7H14O2S in total at a distorted geometry (ωB97M-V/def2-TZVPD, the OMol25 dataset).

Structure (XYZ):
```
24
Properties=species:S:1:pos:R:3
H 1.05600 -1.27081 1.54523
C 1.66900 3.17648 0.41618
H -0.38632 -1.97305 2.24366
H -0.28611 3.80255 1.31246
H -2.52426 -1.66775 -0.26898
O 0.02299 0.66171 -0.78980
H 0.88943 -3.02885 -1.14377
C -1.79803 -2.32421 -0.00853
O 2.32103 2.90019 1.41767
H -1.74962 -3.21528 -0.70045
H -1.24166 0.28128 0.81968
H 0.18996 -1.99807 -2.11630
H 2.05830 2.90158 -0.68119
C -0.38648 -1.63026 0.01393
C 0.33379 -2.02671 1.32595
S -0.59792 3.50646 -0.93601
H 1.38653 -1.41115 -0.76903
C 0.58036 -1.99807 -1.08977
H -0.53853 4.65776 -1.70802
H 0.46059 2.83746 -1.52502
C 0.39748 3.81697 0.40773
H 0.67400 -3.14410 1.28146
H -2.02422 -2.75773 0.97659
C -0.50631 -0.09640 -0.02367
```

Output
Spin multiplicity = 3
HOMO (spin up / spin down) = -4.27 / -9.96 eV
Energy relative to the best compared isomer or geometry (same formula, charge and spin) = 1.520 eV
LUMO level (spin up / spin down) = 0.62 / -2.04 eV